No. 1
{
  "formula": "C31H38NPReSi",
  "method": "ωB97M-V with the def2-TZVPD basis set",
  "largest_force_ev_per_a": 3.8,
  "e_tot_ha": -1967.1598,
  "lumo_energy_ev": [-6.26, -8.65],
  "homo_lumo_gap_ev": [6.4, 4.7],
  "de_lowest_kj_mol": 308.8,
  "total_charge": 2,
  "spin_multiplicity": 4,
  "elements": ["C", "C", "C", "C", "C", "C", "C", "C", "N", "Re", "C", "P", "H", "H", "H", "H", "H", "H", "H", "H", "C", "C", "H", "C", "C", "H", "H", "H", "H", "H", "H", "H", "H", "H", "H", "H", "H", "H", "H", "C", "C", "C", "C", "C", "C", "Si", "C", "C", "C", "C", "C", "C", "C", "C", "C", "C", "C", "C", "H", "H", "H", "H", "H", "H", "H", "H", "H", "H", "H", "H", "H", "H", "H"],
  "coordinates": [[-2.54761, 0.79741, -3.85656], [-2.06439, -0.46604, -3.51283], [-0.97552, -0.69393, -2.67246], [-0.43561, 0.45821, -2.05375], [-0.88486, 1.79356, -2.48383], [-1.92054, 1.95900, -3.41620], [-0.72518, -2.17352, -2.40756], [0.61502, -2.63517, -1.82570], [1.78561, -2.35670, -2.58746], [-0.42847, 1.61590, -0.50085], [-0.01484, 2.98091, -2.09194], [1.51460, 2.53778, -0.89916], [-2.58803, -1.33087, -3.91999], [-2.23045, 2.98146, -3.68023], [-3.39433, 0.86939, -4.53901], [-0.55109, 3.90107, -1.83944], [0.68585, 3.20876, -2.91357], [-1.51504, -2.58166, -1.74602], [-0.88225, -2.70058, -3.36423], [0.74328, -2.22524, -0.80161], [2.12534, 4.12051, -0.29775], [2.74310, 1.98295, -2.10283], [0.55643, -3.74488, -1.66704], [1.82049, -1.86660, -3.93338], [3.05040, -2.48890, -1.92643], [-1.70894, 2.87648, -0.20995], [2.33609, -2.59760, -4.58605], [0.81889, -1.67547, -4.33396], [2.42691, -0.94458, -3.96700], [3.69540, -3.22653, -2.43675], [3.59183, -1.52916, -1.93249], [2.89292, -2.81558, -0.88795], [3.13363, 2.83992, -2.66884], [3.55244, 1.50398, -1.52277], [2.32207, 1.25540, -2.80718], [1.95469, 4.90138, -1.04201], [1.60171, 4.36683, 0.63382], [3.20242, 4.02282, -0.08468], [-1.74935, 2.46208, 0.46645], [-1.76755, 3.22856, 4.52658], [-0.44005, 3.24614, 4.07736], [-0.02643, 2.34698, 3.09004], [-0.94498, 1.43436, 2.54338], [-2.26691, 1.40504, 3.00508], [-2.67266, 2.29652, 4.00468], [-0.33289, 0.11164, 1.31025], [1.00823, -0.70210, 2.29473], [2.36303, -0.74083, 1.94656], [3.27806, -1.36042, 2.80863], [2.84494, -1.94797, 4.00404], [1.49225, -1.89629, 4.35869], [0.58387, -1.26000, 3.51225], [-1.57898, -1.27572, 0.96022], [-1.23519, -2.61268, 1.19706], [-2.19263, -3.62514, 1.08628], [-3.48446, -3.30847, 0.64983], [-3.80864, -1.99428, 0.30254], [-2.85542, -0.98103, 0.46131], [-2.09519, 3.94460, 5.28388], [0.27017, 3.96281, 4.49714], [1.00882, 2.36255, 2.72826], [-2.97978, 0.69168, 2.57745], [-3.70312, 2.26853, 4.36988], [2.69988, -0.28002, 1.01660], [4.34020, -1.39036, 2.55005], [3.55719, -2.44755, 4.66515], [1.13494, -2.34733, 5.28755], [-0.46733, -1.19732, 3.80696], [-0.21087, -2.87101, 1.49595], [-1.92445, -4.65226, 1.34112], [-4.23945, -4.09061, 0.57460], [-4.79632, -1.74382, -0.08893], [-3.11091, 0.04302, 0.17405]]
}

No. 2
{
  "formula": "C31H39AlN6O5PTe",
  "method": "ωB97M-V with the def2-TZVPD basis set",
  "largest_force_ev_per_a": 1.4,
  "e_tot_ha": -2761.4401,
  "lumo_energy_ev": [3.92, 3.92],
  "homo_lumo_gap_ev": [3.0, 3.7],
  "de_lowest_kj_mol": 6.7,
  "total_charge": -2,
  "spin_multiplicity": 2,
  "elements": ["Al", "O", "C", "C", "C", "C", "C", "C", "C", "O", "N", "N", "C", "C", "C", "C", "C", "C", "C", "O", "H", "H", "H", "H", "H", "H", "H", "H", "H", "H", "O", "P", "N", "C", "C", "C", "C", "N", "C", "C", "C", "C", "N", "C", "C", "C", "C", "H", "H", "H", "H", "H", "H", "H", "H", "H", "H", "H", "H", "H", "H", "H", "H", "H", "H", "H", "H", "H", "H", "H", "H", "Te", "O", "N", "C", "C", "C", "C", "C", "H", "H", "H", "H", "H"],
  "coordinates": [[-0.28673, -2.11677, 1.36114], [-3.69149, -5.56493, 3.66142], [-3.59166, -4.63201, 4.62350], [-4.39262, -4.74251, 5.75791], [-4.29987, -3.80830, 6.78089], [-3.40884, -2.74602, 6.68087], [-2.62279, -2.62226, 5.54223], [-2.69965, -3.54792, 4.50448], [-1.90435, -3.33819, 3.27990], [-1.27231, -2.22124, 3.10886], [-1.89391, -4.28145, 2.37956], [-1.14088, -3.89124, 1.30036], [-1.11698, -4.78327, 0.28583], [-0.41635, -4.59676, -0.91533], [-0.47045, -5.57277, -1.94315], [0.19009, -5.41710, -3.14930], [0.94120, -4.26777, -3.37954], [1.02525, -3.29067, -2.37914], [0.37851, -3.41898, -1.15419], [0.52057, -2.48424, -0.23303], [-3.01982, -5.30672, 2.95494], [-5.08094, -5.57739, 5.81672], [-4.91962, -3.92014, 7.66413], [-3.32346, -2.02149, 7.48174], [-1.91911, -1.80661, 5.42258], [-1.68332, -5.70124, 0.42470], [-1.06012, -6.46752, -1.76220], [0.12467, -6.19231, -3.90644], [1.46078, -4.12590, -4.32110], [1.61588, -2.39517, -2.53503], [-0.14552, 2.30219, -0.79091], [1.15910, 2.53514, -1.44031], [2.49417, 1.59203, -1.23374], [2.33678, 0.13611, -1.52001], [3.70641, -0.41893, -1.15799], [4.15412, 0.42675, 0.04612], [3.17051, 1.60570, 0.09039], [1.66472, 4.07873, -1.02547], [2.97332, 4.61363, -1.41209], [3.35852, 5.58593, -0.28194], [2.50828, 5.13241, 0.90639], [1.21561, 4.69268, 0.22988], [0.98202, 2.44919, -3.08746], [-0.30244, 2.78930, -3.70154], [0.01308, 2.91256, -5.19803], [1.51069, 3.22300, -5.23771], [2.05558, 2.40363, -4.07113], [2.07779, -0.02014, -2.56830], [1.56009, -0.29858, -0.88308], [4.39265, -0.27496, -1.99887], [3.65194, -1.48200, -0.92539], [5.19071, 0.75705, -0.06338], [4.04296, -0.13613, 0.97389], [3.66603, 2.56853, 0.22576], [2.48123, 1.38879, 0.92112], [2.92220, 5.13477, -2.37509], [3.70071, 3.80461, -1.51381], [3.08256, 6.60693, -0.55990], [4.43011, 5.57185, -0.07944], [2.35031, 5.92435, 1.64010], [2.96516, 4.28092, 1.41070], [0.58765, 5.56927, 0.01911], [0.62785, 3.98451, 0.80966], [-0.68723, 3.73235, -3.29779], [-1.04513, 2.01700, -3.49832], [-0.59135, 3.68270, -5.67885], [-0.18454, 1.96526, -5.70395], [1.68193, 4.28840, -5.06028], [1.97457, 2.95338, -6.18801], [2.98466, 2.79813, -3.66140], [2.25423, 1.37289, -4.39248], [1.69764, -0.94129, 2.55483], [-1.55892, -0.93835, 0.61681], [-2.47764, -0.09047, 0.97942], [-2.67117, 0.96427, 0.16638], [-3.66415, 1.87591, 0.45499], [-4.44051, 1.71916, 1.59042], [-4.16905, 0.66211, 2.44158], [-3.16989, -0.23670, 2.12985], [-1.97376, 1.01054, -0.65780], [-3.80131, 2.71276, -0.21529], [-5.22872, 2.42446, 1.82036], [-4.71498, 0.51697, 3.36306], [-2.84127, -1.07043, 2.73563]]
}

No. 3
{
  "formula": "C31H39Cl56F9IO3PS",
  "method": "ωB97M-V with the def2-TZVPD basis set",
  "largest_force_ev_per_a": 3.6,
  "e_tot_ha": -29136.8511,
  "lumo_energy_ev": -1.52,
  "homo_lumo_gap_ev": 7.2,
  "elements": ["C", "C", "Cl", "C", "Cl", "C", "C", "C", "C", "C", "C", "F", "F", "C", "F", "F", "S", "F", "F", "F", "F", "F", "O", "C", "C", "O", "C", "P", "O", "I", "H", "H", "H", "H", "H", "H", "H", "H", "H", "H", "H", "H", "H", "H", "H", "H", "H", "H", "H", "H", "H", "C", "Cl", "Cl", "Cl", "H", "C", "Cl", "Cl", "Cl", "H", "C", "Cl", "Cl", "Cl", "H", "C", "Cl", "Cl", "Cl", "H", "C", "Cl", "Cl", "Cl", "H", "C", "Cl", "Cl", "Cl", "H", "C", "Cl", "Cl", "Cl", "H", "C", "Cl", "Cl", "Cl", "H", "C", "Cl", "Cl", "Cl", "H", "C", "Cl", "Cl", "Cl", "H", "C", "Cl", "Cl", "Cl", "H", "C", "Cl", "Cl", "Cl", "H", "C", "Cl", "Cl", "Cl", "H", "C", "Cl", "Cl", "Cl", "H", "C", "Cl", "Cl", "Cl", "H", "C", "Cl", "Cl", "Cl", "H", "C", "Cl", "Cl", "Cl", "H", "C", "Cl", "Cl", "Cl", "H"],
  "coordinates": [[4.80030, -1.22859, 1.21224], [4.21901, 0.07920, 0.51122], [2.72948, 0.74049, 1.40617], [3.98478, -0.03641, -1.05817], [5.52990, -0.69729, -1.80561], [2.76870, -1.04432, -1.45940], [2.24823, -0.52618, -2.91056], [0.82652, -1.11020, -3.32198], [-0.24297, -1.13762, -2.14432], [-1.76427, -1.14298, -2.61609], [-2.56609, 0.18479, -2.19381], [-3.60392, 0.50197, -3.08965], [-1.61463, 1.23894, -2.36966], [-2.97255, 0.24040, -0.66222], [-1.98376, -0.25435, 0.19860], [-3.08485, 1.61459, -0.32731], [-4.59440, -0.55514, -0.18214], [-5.51955, 0.57409, -0.94537], [-4.61368, -1.61100, -1.44687], [-3.76840, -1.69020, 0.74491], [-4.59999, 0.41064, 1.19640], [-6.00789, -1.25160, 0.34871], [3.35817, -2.35376, -1.53407], [2.39714, -3.39835, -1.32609], [1.82816, -3.48804, 0.16933], [1.14693, -4.72012, 0.45835], [-0.13385, -4.78881, -0.17743], [-0.07985, -5.81782, -1.79469], [-1.12208, -7.17181, -1.51727], [-1.17674, -4.57974, -3.64323], [4.72109, -2.17393, 0.59681], [4.37145, -1.41645, 2.25344], [5.92132, -1.05172, 1.37468], [5.01098, 0.89083, 0.65409], [3.76951, 1.02462, -1.42922], [1.98445, -0.91309, -0.65319], [3.05715, -0.81688, -3.66197], [2.22541, 0.61523, -2.87667], [0.47941, -0.51605, -4.23600], [0.99249, -2.17369, -3.72237], [-0.07838, -2.12750, -1.58749], [0.02916, -0.32389, -1.40489], [-2.27954, -2.09426, -2.28881], [-1.75612, -1.14178, -3.75978], [2.95568, -4.38468, -1.50462], [1.54189, -3.40593, -2.08732], [2.61379, -3.24576, 0.95993], [1.04420, -2.64790, 0.25491], [-0.82352, -5.38066, 0.52535], [-0.64564, -3.78461, -0.33231], [-1.47770, -7.44135, -2.39572], [-3.73805, -8.29889, -5.05061], [-2.14945, -7.67522, -4.58006], [-4.16657, -9.71183, -4.07841], [-4.96852, -7.03819, -4.89443], [-3.69000, -8.60267, -6.09367], [5.03757, 0.81498, -6.09458], [3.98541, 0.82310, -7.51833], [4.22575, 1.55990, -4.70936], [5.53541, -0.83578, -5.70510], [5.92683, 1.39754, -6.32302], [-8.98094, -0.13185, 1.63026], [-10.16099, -1.26736, 2.29880], [-9.70519, 0.87535, 0.37004], [-8.29789, 0.88114, 2.90913], [-8.17522, -0.70610, 1.17954], [5.29563, 1.56946, 4.52741], [3.83746, 0.57770, 4.38372], [6.34776, 0.94404, 5.80561], [6.16540, 1.63592, 2.98855], [4.99479, 2.57851, 4.79244], [-6.34358, -2.63653, 3.57276], [-7.82761, -2.05048, 4.33632], [-4.96929, -2.50624, 4.67963], [-6.54590, -4.30655, 3.02686], [-6.13919, -2.01443, 2.70434], [-3.55527, -4.52226, -7.55703], [-4.24505, -3.66901, -8.94403], [-2.09754, -5.40465, -8.03060], [-3.19726, -3.39025, -6.24565], [-4.28853, -5.24033, -7.19703], [-8.71298, -7.15473, -6.46002], [-9.31848, -8.73220, -6.98100], [-8.67141, -7.05640, -4.69443], [-7.10700, -6.85028, -7.13820], [-9.39065, -6.38917, -6.82927], [-0.93858, 4.42598, 0.22322], [0.61050, 3.61584, -0.04596], [-0.93758, 5.26971, 1.77802], [-1.28973, 5.55188, -1.09514], [-1.72013, 3.67036, 0.24463], [9.42609, 0.57685, 8.85474], [10.53482, 1.58387, 7.91364], [8.36469, 1.58431, 9.84994], [8.47388, -0.46358, 7.78827], [10.01461, -0.05587, 9.51433], [3.98461, 5.63786, -6.24585], [2.47028, 6.26026, -5.57778], [5.28218, 5.74043, -5.04717], [3.78096, 3.97040, -6.79974], [4.25870, 6.25146, -7.10016], [6.86616, 4.84697, 7.67012], [5.61149, 5.01227, 8.90599], [6.23671, 3.99106, 6.25562], [7.49652, 6.43373, 7.20829], [7.68277, 4.26231, 8.08780], [1.19506, 7.98209, -8.99546], [2.73424, 7.16242, -9.29961], [1.23539, 8.83060, -7.44459], [0.82026, 9.10425, -10.30980], [0.41065, 7.23057, -8.95356], [-8.43912, 4.01140, -1.70704], [-9.16679, 4.86158, -3.07715], [-6.99610, 3.12174, -2.21692], [-8.04180, 5.14745, -0.41140], [-9.16294, 3.29609, -1.32492], [-0.92722, -2.53709, 5.68010], [-0.94328, -3.88671, 6.82569], [-0.09042, -1.14292, 6.37485], [-0.16672, -3.02324, 4.15795], [-1.95690, -2.25041, 5.47253], [-0.81832, 0.31790, -7.53661], [0.02813, 1.31935, -6.34862], [0.30484, -0.25807, -8.77531], [-1.63051, -1.04805, -6.75141], [-1.57469, 0.93124, -8.02001], [2.74105, -4.27814, 6.16014], [2.72428, -5.62692, 7.30499], [3.57745, -2.88291, 6.85496], [3.50051, -4.76387, 4.63812], [1.71310, -3.99257, 5.95331], [4.33648, 7.92968, 10.78149], [5.90879, 8.55819, 11.29036], [3.89494, 6.50985, 11.73947], [3.09368, 9.18299, 10.91597], [4.40901, 7.62998, 9.73871], [-0.67860, 8.55349, 11.26447], [-1.68432, 8.61006, 9.81030], [-1.52855, 9.27756, 12.63647], [-0.20893, 6.88891, 11.63169], [0.22402, 9.12975, 11.07856]]
}